[1]
DFT (wB97M-V/def2-TZVPD) results for a structure of composition C38H25BBrCaF4N10O2Se.

Each line ends with the Mulliken charge.
Cartesian coordinates (Å):
Ca (18.38, 14.73, 10.74)  2.275
C (14.24, 15.21, 13.28)  -0.407
C (15.45, 14.77, 12.92)  -0.251
N (16.38, 15.66, 12.61)  0.097
C (16.21, 16.96, 12.80)  0.269
C (14.83, 17.41, 13.04)  -0.183
N (13.90, 16.50, 13.21)  -0.605
C (17.39, 17.82, 12.76)  -0.851
C (17.44, 19.12, 13.23)  -0.355
C (18.60, 19.89, 13.03)  0.947
C (19.74, 19.35, 12.46)  -0.863
C (19.69, 17.95, 12.09)  0.289
N (18.50, 17.26, 12.18)  0.067
C (20.83, 17.32, 11.41)  -0.079
C (22.01, 17.99, 11.11)  -0.159
N (23.14, 17.36, 10.76)  -0.636
C (23.00, 16.04, 10.64)  -0.490
C (21.76, 15.40, 10.78)  -0.331
N (20.69, 16.02, 11.13)  0.328
C (18.66, 21.26, 13.57)  0.541
C (19.94, 21.86, 13.94)  -0.582
C (19.88, 23.20, 14.15)  -0.388
N (18.75, 23.96, 14.16)  -0.587
C (17.61, 23.29, 14.06)  -0.424
C (17.49, 22.05, 13.55)  -0.632
H (13.43, 14.47, 13.60)  0.327
H (15.87, 13.76, 12.99)  0.484
H (14.53, 18.48, 13.05)  0.383
H (16.68, 19.59, 13.83)  0.688
H (20.55, 20.03, 12.27)  0.520
H (22.16, 19.08, 11.41)  0.237
H (23.83, 15.37, 10.30)  0.403
H (21.59, 14.28, 10.54)  0.379
H (20.86, 21.26, 13.94)  0.524
H (20.78, 23.85, 14.17)  0.357
H (16.73, 23.90, 14.14)  0.397
H (16.51, 21.59, 13.38)  0.426
Br (20.18, 9.26, 3.82)  -0.227
C (20.29, 10.43, 5.31)  0.176
C (21.50, 10.72, 5.96)  -0.441
C (21.44, 11.43, 7.16)  -0.551
C (20.21, 11.81, 7.73)  0.032
C (19.02, 11.55, 7.05)  0.113
C (19.08, 10.91, 5.81)  -0.561
C (20.36, 12.49, 9.02)  0.293
O (21.51, 12.65, 9.47)  -0.854
O (19.27, 12.96, 9.60)  -0.431
H (22.46, 10.41, 5.52)  0.373
H (22.40, 11.67, 7.58)  0.438
H (18.07, 11.80, 7.55)  0.238
H (18.17, 10.67, 5.21)  0.334
N (11.65, 12.13, 7.21)  0.008
C (10.78, 11.18, 6.74)  0.205
C (9.52, 11.19, 6.16)  -0.698
C (8.87, 9.97, 6.11)  -0.634
C (9.49, 8.80, 6.53)  -0.244
C (10.79, 8.70, 7.06)  -0.714
C (11.35, 9.99, 7.20)  0.944
N (12.58, 10.20, 7.84)  -0.608
C (12.74, 11.53, 7.77)  -0.180
C (13.90, 12.11, 8.34)  1.099
C (14.10, 13.48, 8.29)  -0.665
C (15.34, 14.03, 8.63)  -0.429
N (16.29, 13.34, 9.27)  0.652
C (16.10, 12.01, 9.38)  -1.140
C (14.90, 11.38, 9.01)  -0.499
H (11.48, 13.14, 7.20)  0.211
H (9.05, 12.16, 5.89)  0.327
H (7.98, 9.96, 5.40)  0.258
H (8.94, 7.86, 6.52)  0.337
H (11.24, 7.68, 7.27)  0.339
H (13.32, 14.16, 7.87)  0.136
H (15.59, 15.08, 8.26)  0.183
H (16.88, 11.44, 9.84)  0.740
H (14.76, 10.35, 9.31)  0.443
F (19.09, 15.85, 8.50)  -0.248
B (18.03, 16.67, 8.31)  0.518
F (17.11, 16.29, 7.35)  -0.391
F (17.31, 16.36, 9.61)  -0.439
F (18.24, 18.03, 8.36)  -0.359
Se (18.89, 10.94, 14.78)  -0.363
C (18.91, 12.39, 13.65)  -0.084
N (18.96, 13.21, 12.80)  -0.753

* total charge: -1
* largest force on an atom: 0.07628 Eh/bohr
* HOMO-LUMO gap: 5.3267 eV
* energy relative to the best compared isomer or geometry (same formula, charge and spin): 41.5 kJ/mol
* HOMO level: -4.6249 eV


[2]
DFT (wB97M-V/def2-TZVPD) results for a structure of composition C31H50P2Sc.

Each line ends with the Mulliken charge.
Cartesian coordinates (Å):
Sc (0.13, -0.40, 0.21)  -1.395
C (-0.55, -2.43, 1.67)  1.426
C (0.83, -2.47, 1.25)  1.318
C (0.65, -0.99, 3.03)  1.387
C (-0.64, -1.54, 2.78)  -0.203
C (1.55, -1.51, 2.06)  0.266
C (-1.57, -3.44, 1.31)  -2.029
H (-1.40, -3.85, 0.30)  0.356
H (-2.58, -3.01, 1.32)  0.496
H (-1.58, -4.29, 2.01)  0.327
C (-1.78, -1.49, 3.72)  -1.634
H (-2.71, -1.85, 3.26)  0.342
H (-1.99, -0.49, 4.12)  0.186
H (-1.57, -2.14, 4.60)  0.343
C (1.04, -0.30, 4.28)  -1.538
H (1.21, -1.03, 5.09)  0.322
H (0.27, 0.40, 4.63)  0.246
H (1.96, 0.27, 4.16)  0.345
C (3.03, -1.39, 2.12)  -1.731
H (3.45, -2.02, 2.92)  0.398
H (3.33, -0.36, 2.31)  0.319
H (3.48, -1.71, 1.18)  0.325
C (1.47, -3.56, 0.47)  -1.944
H (1.88, -4.38, 1.09)  0.327
H (2.32, -3.18, -0.13)  0.373
H (0.76, -4.03, -0.22)  0.330
C (-1.50, 0.34, -4.10)  0.135
C (-1.68, -0.99, -3.95)  -0.560
C (-0.77, -2.01, -4.55)  -0.967
C (0.74, -1.67, -4.47)  -1.033
C (1.20, -0.85, -3.29)  0.491
C (1.40, 0.48, -3.45)  -0.683
C (0.85, 1.32, -4.58)  -1.159
C (-0.57, 0.92, -5.10)  -1.255
H (-1.01, -2.15, -5.62)  0.440
H (1.01, -1.13, -5.40)  0.311
H (-0.93, -2.99, -4.07)  0.340
H (-0.47, 0.20, -5.93)  0.316
H (-2.17, 1.08, -3.64)  0.779
H (-2.63, -1.40, -3.57)  0.620
H (-1.04, 1.83, -5.51)  0.470
H (0.78, 2.39, -4.26)  0.190
H (2.15, 1.00, -2.84)  1.189
H (1.49, 1.33, -5.49)  0.507
H (1.31, -2.62, -4.49)  0.404
H (1.57, -1.39, -2.42)  0.154
P (-1.94, 0.46, -0.96)  0.622
P (2.04, 1.43, -0.02)  1.640
C (-0.56, 1.60, -1.69)  0.856
C (0.75, 2.27, -1.11)  -1.735
H (-1.16, 2.40, -2.16)  0.873
H (-0.21, 0.97, -2.50)  -1.805
H (1.37, 2.55, -1.98)  0.794
H (0.45, 3.21, -0.62)  0.611
C (2.84, 2.77, 0.88)  -1.683
H (3.24, 2.34, 1.81)  0.346
H (2.14, 3.57, 1.13)  0.503
H (3.68, 3.17, 0.28)  0.488
C (3.47, 0.62, -0.82)  -1.429
H (4.05, 1.37, -1.38)  0.551
H (3.17, -0.20, -1.48)  0.341
H (4.12, 0.19, -0.04)  0.409
C (-3.64, 0.52, -1.56)  -1.312
H (-4.17, -0.32, -1.09)  0.422
H (-3.75, 0.42, -2.65)  0.419
H (-4.08, 1.45, -1.22)  0.379
C (-1.33, -1.28, -1.35)  0.157
H (-0.65, -1.91, -0.70)  -0.122
H (-0.78, -1.17, -2.30)  -0.818
H (-2.24, -1.89, -1.48)  1.084
C (-1.15, 1.09, 1.55)  -0.672
C (-1.19, 1.80, 2.84)  -0.076
C (-2.32, 1.80, 3.68)  -0.324
C (-2.31, 2.50, 4.89)  -0.596
C (-1.17, 3.23, 5.27)  -0.665
C (-0.08, 3.32, 4.39)  -0.439
C (-0.10, 2.63, 3.18)  -0.040
H (-1.04, 1.85, 0.77)  0.666
H (-2.09, 0.51, 1.43)  0.473
H (-3.23, 1.29, 3.35)  0.448
H (-3.19, 2.49, 5.54)  0.402
H (-1.14, 3.77, 6.22)  0.387
H (0.78, 3.94, 4.63)  0.399
H (0.70, 2.75, 2.45)  -0.201

* total charge: +1
* largest force on an atom: 0.10503 Eh/bohr
* HOMO-LUMO gap: 6.7261 eV
* HOMO level: -9.2740 eV


[3]
DFT (wB97M-V/def2-TZVPD) results for a cluster of 2 separate species, C23H22N4O2 in total.

Each line ends with the natural charge from an NBO analysis.
Cartesian coordinates (Å):
C (6.29, 3.03, 0.87)  -0.260
O (6.35, 1.82, 0.07)  -0.485
C (5.32, 0.94, 0.19)  0.343
C (5.26, -0.14, -0.73)  -0.245
C (4.20, -1.03, -0.70)  -0.211
C (3.15, -0.86, 0.23)  0.117
N (2.12, -1.83, 0.29)  -0.278
C (0.76, -1.66, 0.35)  0.355
C (0.02, -0.43, 0.62)  0.458
C (-1.42, -0.35, 0.35)  -0.329
C (-2.16, 0.57, 1.01)  0.015
C (-3.61, 0.57, 1.06)  -0.115
C (-4.27, 1.20, 2.15)  -0.180
C (-5.64, 1.11, 2.29)  -0.169
C (-6.40, 0.42, 1.33)  -0.204
C (-5.77, -0.18, 0.24)  -0.216
C (-4.38, -0.10, 0.10)  -0.146
O (0.60, 0.56, 1.13)  -0.530
N (0.21, -2.90, 0.39)  -0.273
C (-1.18, -3.28, 0.51)  -0.417
C (1.21, -3.86, 0.27)  -0.040
C (2.39, -3.20, 0.22)  -0.033
C (3.25, 0.16, 1.18)  -0.156
C (4.30, 1.07, 1.15)  -0.304
H (7.16, 3.60, 0.56)  0.211
H (5.37, 3.59, 0.68)  0.192
H (6.35, 2.80, 1.95)  0.181
H (6.06, -0.25, -1.46)  0.237
H (4.17, -1.85, -1.42)  0.224
H (-1.83, -1.04, -0.38)  0.216
H (-1.65, 1.31, 1.65)  0.230
H (-3.65, 1.73, 2.88)  0.210
H (-6.13, 1.59, 3.15)  0.210
H (-7.48, 0.35, 1.44)  0.217
H (-6.35, -0.72, -0.51)  0.221
H (-3.87, -0.55, -0.76)  0.229
H (-1.19, -4.33, 0.82)  0.222
H (-1.71, -2.68, 1.27)  0.254
H (-1.72, -3.21, -0.45)  0.236
H (0.97, -4.91, 0.26)  0.247
H (3.39, -3.58, 0.21)  0.255
H (2.51, 0.30, 1.95)  0.256
H (4.31, 1.90, 1.87)  0.233
N (-1.86, 2.90, -4.12)  -0.543
C (-1.86, 1.61, -4.56)  -0.160
C (-1.95, 0.76, -3.41)  -0.197
N (-2.00, 1.53, -2.30)  -0.612
C (-1.94, 2.84, -2.75)  0.052
H (-1.81, 1.31, -5.60)  0.172
H (-1.97, -0.32, -3.41)  0.149
H (-1.95, 3.70, -2.10)  0.159

* largest force on an atom: 0.07796 Eh/bohr
* HOMO-LUMO gap: 3.2711 eV
* energy relative to the best compared isomer or geometry (same formula, charge and spin): 539.4 kJ/mol
* HOMO level: -5.1031 eV


[4]
DFT (wB97M-V/def2-TZVPD) results for a cluster of 2 separate species, C11H18 in total.

Each line ends with the Mulliken spin population.
Cartesian coordinates (Å):
C (-1.55, 1.29, -1.39)  -0.005
C (-2.74, 0.87, -0.32)  -0.001
C (-1.80, 0.27, -2.59)  -0.002
C (-1.79, 2.76, -1.78)  0.000
H (-0.59, 1.07, -1.04)  0.015
H (-2.53, 1.18, 0.72)  0.000
H (-1.23, 0.62, -3.44)  0.000
H (-1.32, -0.67, -2.41)  0.001
H (-2.87, 0.09, -2.86)  0.000
H (-2.56, 2.66, -2.53)  0.000
H (-2.15, 3.29, -0.99)  0.000
H (-0.84, 2.97, -2.33)  0.000
H (-2.73, -0.21, -0.06)  0.001
H (-3.73, 0.85, -0.69)  0.000
C (0.82, -0.97, 3.39)  0.003
C (0.67, -1.58, -0.36)  0.153
C (1.97, -0.97, -0.74)  0.309
C (0.22, -1.45, 0.94)  0.027
C (0.99, -0.72, 1.90)  0.229
C (2.68, -0.07, 0.10)  -0.025
C (2.11, -0.06, 1.45)  0.223
H (0.21, -2.34, -0.97)  -0.008
H (2.52, -1.33, -1.60)  0.010
H (-0.54, -2.20, 1.17)  0.003
H (3.61, 0.51, -0.08)  0.002
H (1.80, -1.11, 3.84)  0.024
H (0.37, -2.00, 3.56)  0.001
H (2.58, 0.56, 2.04)  0.002
H (0.54, -0.17, 4.05)  0.038

* total charge: +1
* 2S+1: 2
* largest force on an atom: 0.12717 Eh/bohr
* HOMO-LUMO gap (alpha / beta): 8.9707 / 5.1024 eV
* expectation value of S²: 0.770
* energy relative to the best compared isomer or geometry (same formula, charge and spin): 266.5 kJ/mol
* HOMO level (alpha / beta): -13.4344 / -13.4338 eV


[5]
DFT (wB97M-V/def2-TZVPD) results for a structure of composition C10H21F3HoIO2P2.

Each line ends with the Mulliken spin population.
Cartesian coordinates (Å):
C (3.51, 0.91, -4.52)  -0.003
C (2.81, 0.46, -3.37)  -0.001
H (4.37, 0.26, -4.79)  0.000
H (3.79, 1.96, -4.32)  0.000
H (2.75, 0.98, -5.33)  0.000
O (2.42, -0.11, -2.41)  -0.005
I (-1.15, 2.99, -1.67)  -0.006
Ho (0.61, 0.72, -1.34)  4.092
P (-1.25, -1.22, -2.00)  -0.017
C (-1.52, -2.87, -1.29)  -0.002
C (-2.98, -0.62, -2.13)  -0.001
H (-3.58, -1.33, -2.71)  0.000
H (-1.83, -2.05, -4.17)  0.000
H (-2.96, 0.36, -2.63)  0.000
H (-0.60, -0.76, -4.29)  -0.001
H (-1.92, -2.81, -0.27)  0.000
H (-3.41, -0.49, -1.13)  0.000
C (-0.90, -1.66, -3.74)  0.000
H (-2.26, -3.34, -1.95)  -0.001
H (-0.11, -2.42, -3.82)  0.000
H (-0.59, -3.45, -1.27)  0.000
P (1.83, 1.64, 0.97)  -0.016
C (2.36, 0.74, 2.46)  -0.002
C (3.43, 2.36, 0.43)  0.000
H (0.75, 3.79, 0.93)  0.000
H (1.71, 3.59, 2.43)  0.000
H (0.12, 2.80, 2.26)  0.000
C (1.03, 3.10, 1.73)  -0.001
H (3.30, 2.87, -0.53)  -0.001
H (3.73, 3.11, 1.19)  0.000
H (2.91, 1.48, 3.06)  -0.001
H (3.01, -0.11, 2.20)  0.000
H (4.21, 1.60, 0.34)  0.000
H (1.50, 0.36, 3.03)  0.000
C (0.88, -1.14, 0.22)  -0.002
O (1.03, -2.05, 0.94)  0.003
F (-0.62, 0.41, 2.12)  -0.003
C (-1.14, 0.32, 0.85)  -0.031
F (-1.89, -0.84, 0.90)  -0.003
F (-2.07, 1.32, 0.79)  -0.004

* total charge: +2
* 2S+1: 5
* largest force on an atom: 0.11808 Eh/bohr
* HOMO-LUMO gap (alpha / beta): 3.4769 / 3.5191 eV
* expectation value of S²: 6.010
* energy relative to the best compared isomer or geometry (same formula, charge and spin): 100.9 kJ/mol
* HOMO level (alpha / beta): -14.6685 / -14.7311 eV


[6]
DFT (wB97M-V/def2-TZVPD) results for a cluster of 2 separate species, C6H13NO in total.

Each line ends with the natural charge from an NBO analysis.
Cartesian coordinates (Å):
C (1.56, -1.75, 1.17)  -0.619
C (0.27, -1.05, 1.58)  -0.432
N (-1.21, 1.58, 1.02)  -0.820
C (-0.96, 0.59, 0.05)  0.158
C (-0.37, -0.63, 0.21)  -0.262
C (-1.88, 0.56, -2.23)  -0.353
C (-1.17, 1.23, -1.26)  -0.242
H (1.96, -2.65, 1.70)  0.220
H (1.36, -2.15, 0.11)  0.197
H (2.44, -1.13, 0.99)  0.207
H (0.49, -0.24, 2.19)  0.197
H (-0.40, -1.80, 2.26)  0.204
H (-1.06, 1.41, 2.00)  0.380
H (-0.86, 2.53, 0.82)  0.379
H (-0.24, -1.31, -0.42)  0.181
H (-2.07, 1.01, -3.24)  0.195
H (-2.34, -0.39, -2.19)  0.201
H (-0.59, 2.07, -1.42)  0.212
H (1.94, 0.60, -0.41)  0.464
H (1.09, 0.64, -1.61)  0.473
O (2.04, 0.87, -1.34)  -0.937

* SMILES: C=C/C(N)=C/CC.O
* largest force on an atom: 0.20633 Eh/bohr
* HOMO-LUMO gap: 9.2131 eV
* energy relative to the best compared isomer or geometry (same formula, charge and spin): 354.9 kJ/mol
* HOMO level: -8.3984 eV


Which of these has the lowest largest force on an atom?
C38H25BBrCaF4N10O2Se